10
Properties=species:S:1:pos:R:3 method="wB97M-V/def2-TZVPD" e_tot_ev=-28363.84285 smiles="S=C[C@@H]1ON=CS1" de_lowest_ev=3.9911 charge=0 largest_force_ha_per_bohr=0.0588
S -2.22 0.20 -0.41
C -1.22 -0.77 0.31
C 0.12 -0.39 0.83
O 0.28 1.03 0.86
N 1.19 1.55 0.01
C 1.53 0.62 -0.79
S 1.35 -1.09 -0.18
H -1.58 -1.78 0.26
H 0.15 -0.52 1.88
H 2.13 0.72 -1.76